[1]
DFT (wB97M-V/def2-TZVPD) results for an isolated molecule of C3H4OS3.

Calculated values
Max |F| (eV/A): 2.96
HOMO (eV): -9.16
Frontier orbital gap (eV): 8.37
2S+1: 1
Structure (SMILES): O=CSCSC=S
Energy (eV): -37726.99326

Geometry as XYZ:
```
11
Properties=species:S:1:pos:R:3:forces:R:3:nbo_charge:R:1
O -1.7186 2.4426 1.6072 0.79 -0.51 -0.21 -0.506
C -1.1664 1.7999 0.7571 -1.56 0.16 0.21 0.277
S -1.0821 -0.0498 0.8544 0.28 2.04 -0.90 0.183
C -0.4631 -0.3006 -0.8620 -1.10 0.90 0.29 -0.712
S 1.3798 -0.0535 -0.9756 -0.50 -1.26 0.88 0.298
C 1.8357 -1.3547 0.2273 -1.11 -1.33 -0.46 -0.482
S 3.3180 -1.7908 0.8327 -2.31 0.96 -0.97 0.084
H -0.9202 2.3205 -0.2181 0.43 -0.96 0.52 0.146
H -1.1293 0.2684 -1.6091 1.65 -0.25 1.08 0.266
H -0.8720 -1.2856 -0.9806 0.78 -1.04 -0.61 0.239
H 0.8181 -1.9964 0.3665 2.65 1.31 0.16 0.207
```
Forces are in eV/Å.

***

[2]
DFT (wB97M-V/def2-TZVPD) results for a cluster of 2 separate species, C4H9N4 in total.

Calculated values
Max |F| (eV/A): 4.57
HOMO (eV): -14.74
Frontier orbital gap (eV): 11.63
2S+1: 1
Charge: +1
Energy (eV): -10244.93306

Geometry as XYZ:
```
17
Properties=species:S:1:pos:R:3:forces:R:3:nbo_charge:R:1
C 2.7810 0.9599 -0.1064 -3.87 -0.34 1.56 -0.058
C 1.4379 1.1977 -0.5354 2.44 -0.80 1.09 -0.055
C -1.7412 -1.7409 -0.2942 1.74 1.31 -1.56 -0.438
C -1.3127 0.6023 0.1717 -0.72 -2.82 3.21 0.107
N 2.6874 0.3625 1.0910 2.92 0.29 -0.71 -0.170
N 1.4337 0.2513 1.3743 1.08 -0.74 0.04 -0.125
N 0.6825 0.6683 0.4158 -3.67 1.29 -2.39 -0.216
N -1.6786 -0.3410 -0.6638 0.55 0.52 0.83 -0.506
H 3.5868 1.2519 -0.6772 2.14 0.23 -0.35 0.239
H 1.2416 1.7062 -1.4650 -1.04 -0.13 0.18 0.252
H -2.3915 -1.9308 0.4546 -1.39 -0.08 3.37 0.227
H -2.2542 -2.2275 -1.0156 -1.47 -1.44 -2.99 0.236
H -0.8040 -2.2562 -0.2755 0.80 0.11 0.58 0.220
H -1.4779 1.5415 -0.1835 0.19 2.75 -0.74 0.211
H -1.5459 0.4488 1.2906 0.75 0.15 -1.92 0.224
H 1.1923 -0.4941 2.0139 -0.48 0.35 0.25 0.432
H -1.8373 0.0001 -1.5953 0.04 -0.65 -0.45 0.420
```
Forces are in eV/Å.

***

[3]
DFT (wB97M-V/def2-TZVPD) results for a cluster of 2 separate species, C6H17NO in total.

Calculated values
Max |F| (eV/A): 1.45
HOMO (eV): -8.42
Frontier orbital gap (eV): 9.10
2S+1: 1
Structure (SMILES): CCCNCCC.O
Energy (eV): -10034.82112

Geometry as XYZ:
```
25
Properties=species:S:1:pos:R:3:forces:R:3:nbo_charge:R:1
C 2.6994 -0.3353 1.4656 -0.29 -0.03 0.30 -0.605
C 2.2931 0.9994 0.8536 0.27 0.03 -0.66 -0.404
C 1.2714 0.8237 -0.2592 -0.13 -0.17 -0.17 -0.207
N -0.0542 0.5673 0.2852 -0.13 0.03 -0.05 -0.639
C -1.1535 0.6040 -0.6887 0.34 -0.05 0.83 -0.216
C -2.4666 1.0642 -0.0393 -0.59 -1.04 -0.83 -0.406
C -3.4972 -0.0822 0.0738 0.93 0.15 0.92 -0.605
H 1.8251 -0.9802 1.5735 -0.02 -0.05 0.16 0.190
H 3.3895 -0.8688 0.8089 0.09 0.07 0.11 0.201
H 3.1369 -0.2140 2.4636 0.08 -0.10 -0.28 0.212
H 1.8569 1.6911 1.5719 0.13 -0.04 0.20 0.210
H 3.1877 1.4575 0.4094 -0.15 0.12 0.23 0.197
H 1.1606 1.7342 -0.8360 0.16 0.42 -0.03 0.186
H 1.6462 0.0837 -0.9932 -0.22 -0.18 0.21 0.158
H -0.1042 -0.3094 0.7867 0.21 -0.02 0.04 0.349
H -0.8743 1.3149 -1.4643 0.07 -0.17 -0.18 0.187
H -1.2886 -0.3998 -1.1032 -0.06 0.13 -0.50 0.176
H -2.8989 1.7852 -0.7321 -0.10 0.52 0.47 0.196
H -2.2904 1.4538 0.9605 0.13 0.40 -0.20 0.214
H -3.8144 -0.4561 -0.8942 -0.40 0.19 -0.03 0.205
H -4.2883 0.2275 0.7592 -0.43 -0.07 -0.56 0.208
H -3.0288 -0.9234 0.5878 0.12 -0.18 -0.01 0.190
O 0.7757 -2.8526 -2.0123 0.56 -0.57 0.53 -0.927
H 0.8252 -3.4736 -1.2669 -0.48 0.26 -0.14 0.464
H 1.6918 -2.9111 -2.3105 -0.09 0.33 -0.36 0.465
```
Forces are in eV/Å.

***

[4]
DFT (wB97M-V/def2-TZVPD) results for an isolated molecule of H4N2Si.

Calculated values
Max |F| (eV/A): 4.21
HOMO (alpha / beta) (eV): -6.62 / -7.53
Frontier orbital gap (alpha / beta) (eV): 7.38 / 7.82
2S+1: 1
Energy (eV): -10918.45029

Geometry as XYZ:
```
7
Properties=species:S:1:pos:R:3:forces:R:3:nbo_charge:R:1
N -0.3868 0.2611 0.0809 -1.66 1.09 3.72 -0.698
N -1.3629 -0.0193 -0.7140 -0.57 -0.65 -1.80 -0.543
Si 1.1766 -0.2480 -0.0610 1.51 1.50 2.20 0.818
H -0.4818 0.6600 1.1250 -0.48 -0.60 -2.62 0.369
H -2.3449 0.0930 -0.4629 0.68 0.59 1.04 0.331
H 1.9312 0.3758 1.1032 -0.23 -0.60 -0.94 -0.133
H 1.4686 -1.1227 -1.0712 0.76 -1.32 -1.60 -0.144
```
Forces are in eV/Å.

***

[5]
DFT (wB97M-V/def2-TZVPD) results for a structure of composition C13H7BCl2O4.

Calculated values
Max |F| (eV/A): 2.86
HOMO (eV): -8.76
Frontier orbital gap (eV): 8.52
2S+1: 1
Energy (eV): -47508.90885

Geometry as XYZ:
```
27
Properties=species:S:1:pos:R:3:forces:R:3:nbo_charge:R:1
O -4.5590 3.3698 1.7141 0.40 0.67 0.07 -0.593
Cl 5.5527 -3.2258 -1.4809 -0.11 0.00 0.39 0.032
Cl 3.4407 -5.1823 -2.6115 -0.28 -0.08 -0.26 0.035
O -2.7926 4.7405 1.9845 0.03 -0.83 -0.33 -0.677
O 1.5542 -0.3668 0.1021 -0.97 -0.81 -0.43 -0.616
O -0.0580 -1.7191 -0.9923 -0.23 1.18 0.33 -0.627
B 0.2080 -0.5547 -0.2527 -1.07 0.60 0.58 1.092
C -3.3628 3.5594 1.6303 -1.44 -0.24 0.50 0.770
C 3.4861 -1.8407 -0.4491 -1.03 1.25 0.40 -0.252
C 1.5703 -3.3713 -1.8864 -0.67 0.38 0.49 -0.286
C -2.1995 0.2409 0.3971 -0.34 -0.04 -0.56 -0.192
C -0.3197 1.7347 0.5476 0.30 -0.14 0.03 -0.192
C -3.0396 1.2589 0.8180 0.02 -0.09 0.21 -0.153
C -1.1234 2.7282 1.0400 0.12 0.09 0.30 -0.164
C 3.8678 -2.9256 -1.2018 -0.52 -0.79 -0.61 -0.068
C 2.9003 -3.7338 -1.8474 1.13 0.57 0.24 -0.055
C 2.1270 -1.4672 -0.4472 1.05 -2.16 -1.46 0.223
C 1.1663 -2.2514 -1.1652 2.76 0.10 0.73 0.294
C -0.8430 0.4930 0.2330 0.53 -0.81 -0.29 -0.320
C -2.4784 2.4749 1.1835 0.63 0.74 -0.34 -0.168
H -3.5332 5.2722 2.2981 -0.12 0.25 0.06 0.501
H 4.2249 -1.2579 0.0965 -0.15 -0.03 -0.23 0.246
H 0.8710 -3.9499 -2.4615 -0.21 -0.20 0.00 0.245
H -2.5881 -0.7291 0.0974 -0.08 0.14 0.17 0.223
H 0.7380 1.8673 0.4117 0.25 0.31 0.07 0.223
H -4.1168 1.1673 0.8896 0.12 -0.20 0.02 0.245
H -0.6933 3.6683 1.3524 -0.14 0.13 -0.09 0.233
```
Forces are in eV/Å.

***

[6]
DFT (wB97M-V/def2-TZVPD) results for a structure of composition I2O2V.

Calculated values
Max |F| (eV/A): 3.02
HOMO (eV): -5.09
Frontier orbital gap (eV): 7.54
2S+1: 1
Charge: -1
Energy (eV): -45988.44669

Geometry as XYZ:
```
5
Properties=species:S:1:pos:R:3:forces:R:3:mulliken_charge:R:1
O 1.1623 -0.0404 -1.0645 -1.88 -1.08 1.30 -0.546
V -0.1032 -0.4675 -0.1628 2.87 0.86 -0.40 0.974
O -0.1299 -2.0862 -0.0579 -0.59 2.02 -0.23 -0.749
I 0.6553 0.7607 2.2596 -0.33 -0.75 -0.78 -0.310
I -1.5844 1.8334 -0.9743 -0.07 -1.05 0.12 -0.370
```
Forces are in eV/Å.

***

[7]
DFT (wB97M-V/def2-TZVPD) results for a structure of composition C20H40NO3OsP3.

Calculated values
Max |F| (eV/A): 6.32
HOMO (alpha / beta) (eV): -19.24 / -20.55
Frontier orbital gap (alpha / beta) (eV): 7.04 / 3.93
2S+1: 5
Charge: +4
Energy (eV): -59309.69012

Geometry as XYZ:
```
68
Properties=species:S:1:pos:R:3:forces:R:3:lowdin_spin:R:1
P 2.2759 -0.1628 -0.1883 1.24 0.45 -0.18 0.219
C 3.2310 -0.3013 1.3687 -0.69 0.13 0.32 0.015
H 4.2961 -0.3378 1.1066 -0.23 0.01 -0.10 0.004
H 2.9638 -1.2276 1.8849 0.12 0.13 -0.05 0.001
H 3.0607 0.5579 2.0224 0.18 -0.18 -0.02 0.000
C 2.6450 -1.7615 -0.9303 -0.20 -0.60 -0.41 0.047
H 2.7099 -1.6967 -2.0219 -0.08 -0.07 0.44 0.002
H 1.8701 -2.4857 -0.6404 0.35 0.11 -0.19 0.002
H 3.6156 -2.1122 -0.5543 -0.18 0.19 0.07 0.007
C 3.2028 1.1533 -1.0317 -0.20 0.10 -0.29 0.044
H 4.2437 0.8329 -1.1348 -0.01 0.00 0.04 0.009
H 3.1778 2.0734 -0.4375 0.09 -0.15 0.00 0.001
H 2.7839 1.3527 -2.0211 0.24 0.03 0.36 0.001
P -0.8816 2.8733 -0.6232 -0.88 2.46 -1.34 0.157
C -1.1969 4.0890 0.7158 0.33 -0.82 0.50 0.003
H -1.6732 4.9801 0.2855 0.11 -0.29 -0.12 0.002
H -0.2529 4.3863 1.1881 -0.20 0.03 -0.07 0.000
H -1.8588 3.6637 1.4787 0.06 0.27 -0.11 0.000
C 0.3460 3.7370 -1.6154 0.17 0.38 -0.48 0.048
H 0.2167 3.5144 -2.6782 0.12 0.17 0.36 0.001
H 1.3521 3.4222 -1.3037 -0.24 0.23 -0.13 0.004
H 0.2363 4.8201 -1.4646 0.07 -0.24 0.00 0.008
C -2.5059 2.7477 -1.4007 -0.16 -0.17 -0.47 0.058
H -2.7983 3.7418 -1.7604 -0.11 -0.10 0.13 0.012
H -3.2373 2.3788 -0.6705 0.08 0.30 -0.04 0.001
H -2.4750 2.0476 -2.2401 -0.11 0.34 0.27 0.001
P -1.8822 -1.2086 -0.1369 -0.73 -0.80 0.06 0.217
C -2.7467 -1.7424 1.3882 0.41 0.58 0.20 0.011
H -3.2865 -2.6683 1.1536 0.16 0.14 -0.11 0.003
H -3.4757 -0.9905 1.7102 0.13 -0.19 0.02 0.001
H -2.0184 -1.9386 2.1801 -0.31 0.02 -0.05 0.001
C -3.3076 -0.9746 -1.2239 -0.12 -0.02 -0.52 0.047
H -4.0998 -1.6716 -0.9254 0.14 0.11 0.13 0.008
H -3.0578 -1.1806 -2.2672 -0.16 0.17 0.37 0.001
H -3.6873 0.0513 -1.1291 0.05 -0.26 -0.04 0.002
C -0.8716 -2.6509 -0.4963 0.43 -0.30 -0.46 0.058
H -1.5334 -3.5173 -0.6174 0.03 0.05 0.08 0.011
H -0.1816 -2.8178 0.3438 -0.32 0.01 -0.26 0.001
H -0.3041 -2.5010 -1.4215 -0.21 -0.19 0.45 0.000
Os -0.1740 0.6897 -0.1826 0.03 -1.23 -1.88 1.376
C 0.8547 1.6808 1.0329 2.72 2.31 5.22 0.114
O 1.3622 2.2758 1.9089 -1.74 -1.80 -3.39 0.055
C -1.4613 0.9705 1.1611 -2.75 0.37 5.30 0.110
O -2.1219 1.2167 2.0981 1.94 -0.63 -3.35 0.039
C -1.4157 0.2686 -3.4861 0.18 0.25 -0.38 0.038
C -0.8733 -0.9978 -3.3015 -0.06 -0.18 -0.09 0.053
C 0.5046 -1.1679 -3.2096 0.07 0.32 -0.30 0.060
C 1.3449 -0.0600 -3.3526 0.03 -0.42 -0.10 0.054
C 0.8100 1.2072 -3.5188 -0.09 0.33 -0.47 0.034
C -0.5708 1.3733 -3.6063 0.03 -0.31 -0.36 0.038
H -2.4858 0.3944 -3.6344 0.16 -0.04 -0.06 0.000
H -1.5072 -1.8841 -3.3256 0.11 0.20 0.01 0.001
H 0.9189 -2.1667 -3.1279 -0.01 0.05 -0.16 0.001
H 2.4199 -0.2090 -3.4394 -0.20 0.07 0.05 0.001
H 1.4796 2.0554 -3.6827 -0.23 -0.26 -0.05 0.000
H -0.9959 2.3369 -3.8754 0.08 -0.12 0.07 0.000
C 0.7549 -3.3782 3.4360 0.15 -0.44 0.58 0.062
N 0.5603 -2.0770 4.0612 0.39 -2.05 1.14 0.458
C 0.6024 -1.9470 5.5113 0.17 -0.53 -0.04 0.085
C 0.3422 -1.0099 3.2799 -0.40 1.98 -2.65 -0.001
O 0.3246 -1.1172 2.0346 0.25 -0.35 3.19 0.288
H 0.9502 -4.0934 4.2343 -0.02 -0.05 -0.25 0.000
H 1.5959 -3.3616 2.7311 -0.08 0.19 0.10 0.027
H -0.1382 -3.6835 2.8740 0.00 0.19 0.10 0.029
H 1.3708 -1.2205 5.8094 -0.03 0.15 -0.11 0.036
H -0.3607 -1.5886 5.9016 -0.07 0.13 -0.13 0.039
H 0.8316 -2.9210 5.9437 -0.05 0.18 0.01 0.001
H 0.1822 -0.0614 3.8331 0.05 -0.29 -0.37 -0.004
```
Forces are in eV/Å.

***

[8]
DFT (wB97M-V/def2-TZVPD) results for an isolated molecule of C4H9NO2.

Calculated values
Max |F| (eV/A): 0.36
HOMO (eV): -8.96
Frontier orbital gap (eV): 9.55
2S+1: 1
Energy (eV): -9875.94852

Geometry as XYZ:
```
16
Properties=species:S:1:pos:R:3:forces:R:3:nbo_charge:R:1
C -1.5532 1.0145 -1.3848 -0.07 0.13 -0.08 -0.416
N -1.0194 0.1956 -0.3111 0.27 -0.04 0.22 -0.583
C -0.2312 0.7531 0.6150 -0.18 -0.08 -0.20 0.373
O 0.0816 0.0919 1.7557 -0.01 0.07 0.00 -0.503
C 0.8738 -1.0629 1.4546 0.11 -0.16 -0.09 -0.137
C 1.4586 -0.8373 0.0201 0.14 -0.05 0.33 0.088
O 0.8267 -1.4270 -0.9238 -0.08 -0.04 -0.08 -0.715
H -0.8315 1.1502 -2.1972 -0.05 0.00 0.10 0.204
H -2.4358 0.5142 -1.7887 0.08 0.14 0.03 0.215
H -1.8452 1.9942 -0.9949 0.00 -0.13 -0.09 0.198
H -0.3152 1.8326 0.7504 0.09 -0.14 -0.07 0.199
H 1.6137 -1.1643 2.2499 0.00 0.07 -0.06 0.193
H 0.2473 -1.9568 1.4173 0.01 0.04 -0.01 0.196
H 1.1795 0.4388 0.0243 -0.15 0.06 0.02 0.079
H 2.5626 -0.8071 -0.0464 -0.15 0.08 -0.03 0.167
H -0.6123 -0.7296 -0.6405 0.00 0.05 0.02 0.443
```
Forces are in eV/Å.

***

Quick rundown of energy above the lowest of the compared OMol25 structures with the same formula, charge and spin, same order as above: 166.8; 295.8; 73.4; 354.1; 0.0; 0.0; 0.0; 396.8 kJ/mol